ORCA calculation (ωB97M-V with the def2-TZVPD basis set) on a structure of composition CHOS at a distorted geometry.

Structure (XYZ):
```
4
Properties=species:S:1:pos:R:3:forces:R:3:nbo_charge:R:1
O -0.308244 -1.727102 -0.036883 1.51 3.23 -0.82 -0.5775
S 3.284432 -0.143136 0.018136 1.85 2.46 2.24 -1.0244
H 4.098983 0.977351 1.014737 -1.83 -2.52 -2.22 0.0572
C 0.119776 -0.680772 -0.319786 -1.53 -3.17 0.80 0.5446
```
Forces are in eV/Å.

Results
Charge   -1
HOMO energy   -2.55 eV
LUMO level   4.14 eV
Total energy   -512.1169 hartree
Largest force on an atom   0.0744 hartree/bohr
Relative energy (zero: lowest compared OMol25 entry of this formula, charge and spin)   1.500 eV